Density functional theory data (the ωB97M-V functional and the def2-TZVPD basis) for a single C6H7ClO molecule.

Computed properties:
HOMO-LUMO gap (spin up / spin down) = 9.77 / 6.16 eV
Multiplicity = 1
Highest occupied orbital energy (spin up / spin down) = -8.93 / -6.52 eV

Each line ends with the natural charge from an NBO analysis.
Cartesian coordinates (Å):
1 C -0.91184 1.53848 0.41796  -0.340
2 C -0.44735 1.44396 1.62690  -0.080
3 C 0.81863 0.26553 -0.75771  -0.425
4 C 0.97508 -1.21478 -0.21681  -0.475
5 C -0.63325 0.56155 -0.75940  0.055
6 C -0.40319 -1.46520 0.19136  0.211
7 O -1.31122 -0.61725 -0.26167  -0.465
8 Cl -0.98511 -2.64302 1.28452  0.015
9 H -1.56962 2.34313 0.14441  0.222
10 H 0.04122 0.74668 2.21864  0.173
11 H 1.29402 0.93491 -0.02760  0.234
12 H 1.23680 0.26407 -1.81274  0.228
13 H 1.35702 -1.91318 -0.82531  0.211
14 H 1.72592 -1.02463 0.48803  0.219
15 H -1.18712 0.77975 -1.71059  0.217

Density functional theory data (the ωB97M-V functional and the def2-TZVPD basis) for a molecular structure, C6H7ClO.

Computed properties:
HOMO-LUMO gap = 9.83 eV
Multiplicity = 1
Highest occupied orbital energy = -9.32 eV

Each line ends with the natural charge from an NBO analysis.
Cartesian coordinates (Å):
1 C 0.15900 -1.72975 0.54704  -0.584
2 C 0.23621 -0.57775 -0.33108  -0.488
3 C 1.13781 0.44892 0.19478  0.006
4 C 0.56399 1.61318 0.18762  -0.199
5 C -0.86610 1.53783 -0.30861  -0.561
6 C -1.20332 0.06659 -0.59507  0.654
7 H -1.02301 -2.04416 0.64332  0.238
8 H 0.80909 -1.44513 1.79643  0.232
9 H 0.76843 -2.83524 -0.19054  0.211
10 H 0.46755 -1.07386 -1.37536  0.262
11 H 0.89522 2.65960 0.23287  0.238
12 H -1.31873 2.24512 -0.97789  0.251
13 H -1.27088 1.58557 0.76040  0.251
14 O -2.20000 -0.39897 -0.95357  -0.506
15 Cl 2.84475 -0.05195 0.36966  -0.005

Density functional theory data (the ωB97M-V functional and the def2-TZVPD basis) for a single C6H7ClO molecule.

Computed properties:
HOMO-LUMO gap = 9.08 eV
Structure (SMILES) = O[C@]1(Cl)C=CC=CC1
Multiplicity = 1
Highest occupied orbital energy = -8.70 eV

Each line ends with the natural charge from an NBO analysis.
Cartesian coordinates (Å):
1 O 0.27749 0.99168 -2.10585  -0.704
2 C -0.51611 0.29660 -1.19966  0.349
3 Cl -2.02281 -0.35408 -2.17026  -0.178
4 C -1.07899 1.15293 -0.24515  -0.251
5 C -0.77921 1.03976 1.03820  -0.163
6 C 0.25007 0.18900 1.50792  -0.261
7 C 0.70534 -0.76096 0.65466  -0.122
8 C 0.16658 -0.97257 -0.67055  -0.512
9 H 0.55418 0.58727 -2.87501  0.486
10 H -1.70543 1.91765 -0.57062  0.227
11 H -1.22425 1.67768 1.70406  0.207
12 H 0.62910 0.21588 2.46341  0.214
13 H 1.57293 -1.32448 1.07499  0.212
14 H 0.95784 -1.26814 -1.38157  0.234
15 H -0.43562 -1.85003 -0.50640  0.261